# 1
ORCA calculation (the ωB97M-V functional and the def2-TZVPD basis) on a structure of composition C3H3Br2ClO at a distorted geometry.

CARTESIAN COORDINATES (ANGSTROEM)
C 0.2566 -0.2082 0.0555
C 3.0691 0.6124 0.3671
C -2.1261 -0.3631 -0.0917
O -0.8299 0.2287 -0.3306
Cl 0.2514 -1.3216 1.3610
Br 3.2336 2.4413 0.4737
Br 3.5229 0.0486 -1.3410
H -2.6742 -0.0797 -1.0519
H -2.8600 0.0806 0.6185
H -1.8434 -1.4390 -0.0606

Cartesian forces (eV/Å) of the 3 atoms listed first:
C 3.3 0.6 0.1
C -0.2 -0.8 0.4
C -1.6 -0.4 -2.3

strongest force on any atom	0.0646	Eh/bohr
HOMO-LUMO gap	7.921	eV
2S+1	1

Results of the natural (NBO) charge analysis, in e, for atoms 1 through 5: atom 1 (C): 0.2472, atom 2 (C): -0.2711, atom 3 (C): -0.3225, atom 4 (O): -0.4616, atom 5 (Cl): -0.0572


# 2
ORCA calculation (the ωB97M-V functional and the def2-TZVPD basis) on a structure of composition C19H13BrF5INO9P2W.

CARTESIAN COORDINATES (ANGSTROEM)
W -0.0170 0.1613 -0.4144
Br 0.7579 2.3173 0.9982
C -1.9290 1.0721 0.2776
C -2.5496 1.9387 1.1322
C -3.9719 1.9320 1.1685
C -4.7558 1.1063 0.3974
C -4.1351 0.1947 -0.4958
C -4.6953 -0.7149 -1.4243
C -3.8719 -1.4752 -2.2225
C -2.4540 -1.4322 -2.1586
C -1.8859 -0.5739 -1.2548
C -2.7391 0.2287 -0.4838
H -2.0113 2.6312 1.7676
H -4.4620 2.6217 1.8475
H -5.8359 1.1591 0.4717
H -5.7715 -0.8050 -1.5244
H -4.3286 -2.1509 -2.9373
H -1.8721 -2.0696 -2.8096
C 0.0984 0.3841 4.1006
C 0.8226 -0.8569 3.5844
O 1.1609 -1.7247 4.6825
P 2.3909 -0.4698 2.6892
O 3.4205 -1.4718 3.3472
O 2.8825 0.9527 3.1932
O 2.2478 -0.5454 1.2266
P -0.3133 -1.7390 2.4636
O 0.5902 -2.9794 2.0220
O -1.5454 -2.1321 3.1661
O -0.4725 -0.7924 1.2494
H 0.7494 0.9284 4.7833
H -0.8067 0.0684 4.6213
H -0.1866 1.0463 3.2836
H 0.3518 -2.1877 4.9411
H 2.9699 -1.9792 4.0447
H 2.5202 1.6214 2.5752
H 0.1479 -3.5594 1.3887
O -0.9558 3.1137 -3.4699
C -0.7060 2.3155 -2.6411
N -0.4526 1.5062 -1.8104
I 0.6599 -2.3379 -1.3322
F 5.1454 0.2806 -5.4774
C 4.2916 0.3364 -4.4451
C 2.9583 0.0283 -4.6197
F 2.5153 -0.3342 -5.8298
C 2.0738 0.0847 -3.5554
F 0.7965 -0.2373 -3.7903
C 2.4985 0.4498 -2.2724
O 1.7298 0.5150 -1.2082
C 3.8584 0.7559 -2.1260
F 4.3175 1.1157 -0.9273
C 4.7382 0.7010 -3.1868
F 6.0307 1.0020 -3.0061

Cartesian forces (eV/Å) of the 3 atoms listed first:
W -0.1 0.4 0.7
Br -0.1 -0.2 0.0
C -0.2 -0.1 0.1

strongest force on any atom	0.0150	Eh/bohr
net charge	-1
HOMO-LUMO gap	6.317	eV
2S+1	1

Results of the natural (NBO) charge analysis, in e, for atoms 1 through 5: atom 1 (W): 1.6225, atom 2 (Br): -0.3946, atom 3 (C): -0.1484, atom 4 (C): -0.2756, atom 5 (C): -0.1947


# 3
ORCA calculation (the ωB97M-V functional and the def2-TZVPD basis) on the molecule C11H12ClN3O2S at a distorted geometry.

CARTESIAN COORDINATES (ANGSTROEM)
C -4.9866 -0.6889 1.6996
C -3.9549 0.1673 1.2946
C -2.5371 -0.2859 0.9881
N -1.6832 0.4174 1.9223
S -0.0963 -0.1818 2.0190
O -0.2524 -1.6079 2.3986
O 0.4715 0.5647 3.1009
C 0.7735 0.0245 0.3773
N 0.0527 0.3558 -0.7256
C 0.6636 0.4896 -1.9089
C -0.1710 0.9074 -3.0423
C 2.0412 0.3790 -2.0392
Cl 2.8279 0.6370 -3.5675
C 2.8538 0.0162 -0.9273
C 4.3449 -0.1521 -1.1172
C 2.1812 -0.1954 0.3063
C 2.8932 -0.5983 1.4777
N 3.4518 -0.8830 2.4599
H -4.8160 -1.7557 1.9696
H -6.0150 -0.2816 1.8086
H -4.2147 1.2251 1.1281
H -2.3011 -0.0845 -0.0720
H -2.5310 -1.3899 1.1480
H -2.0641 0.3958 2.8607
H 0.3587 1.5573 -3.7388
H -0.5163 0.0501 -3.6071
H -1.0196 1.4829 -2.7004
H 4.8322 0.8532 -1.2147
H 4.8266 -0.6769 -0.3154
H 4.5866 -0.7413 -1.9828

Cartesian forces (eV/Å) of the 3 atoms listed first:
C 2.1 1.9 -0.6
C -2.8 -2.0 0.4
C -1.9 -0.9 0.2

strongest force on any atom	0.0952	Eh/bohr
SMILES string	C=CCNS(=O)(=O)c1nc(C)c(Cl)c(C)c1C#N
HOMO-LUMO gap	9.217	eV
2S+1	1

Results of the natural (NBO) charge analysis, in e, for atoms 1 through 5: atom 1 (C): -0.3888, atom 2 (C): -0.1933, atom 3 (C): -0.2956, atom 4 (N): -0.8244, atom 5 (S): 2.2023


# 4
ORCA calculation (the ωB97M-V functional and the def2-TZVPD basis) on a cluster of 12 separate species, C38H65N7O5S5 in total at a distorted geometry.

CARTESIAN COORDINATES (ANGSTROEM)
C 1.4844 -1.1940 0.2026
S -0.2503 -1.6741 -0.2122
O 0.0058 -2.5462 -1.4566
C -0.8436 0.1051 -0.5300
H 2.0415 -2.1233 0.3216
H 1.5010 -0.5224 1.0609
H 1.9088 -0.6734 -0.6558
H -1.1257 0.4668 0.4588
H -1.7591 -0.0514 -1.1004
H -0.1453 0.6324 -1.1800
C -6.1087 -4.4883 -2.6191
S -7.3622 -3.2245 -3.1215
O -6.7478 -1.8750 -3.2374
C -7.6394 -3.7941 -4.8140
H -5.1337 -4.4036 -3.0991
H -6.4592 -5.5204 -2.6215
H -5.9144 -4.1404 -1.6045
H -8.0849 -2.9791 -5.3844
H -8.1012 -4.7813 -4.8270
H -6.6626 -3.9641 -5.2670
C -2.0507 7.1957 2.5008
S -0.7223 7.7525 3.6728
O -0.0171 8.9166 3.0151
C -1.8496 8.5691 4.9307
H -2.8321 6.8439 3.1745
H -1.6842 6.3706 1.8900
H -2.3047 8.0803 1.9168
H -1.3134 9.0408 5.7542
H -2.5046 7.8023 5.3442
H -2.5074 9.3047 4.4678
C 6.4724 -2.5644 5.1330
S 7.9270 -2.6642 6.2773
O 8.5142 -4.0426 6.3011
C 9.0207 -1.5474 5.3479
H 5.8268 -3.4283 5.2906
H 6.6898 -2.6515 4.0685
H 5.8686 -1.6820 5.3447
H 10.0906 -1.7530 5.3825
H 8.8189 -0.5086 5.6093
H 8.8490 -1.5345 4.2716
C 7.1027 -0.0307 -3.2184
S 8.0825 0.8560 -1.8753
O 7.2284 0.5846 -0.6257
C 9.4926 -0.3496 -1.8905
H 6.1620 0.4828 -3.4171
H 6.7891 -1.0432 -2.9642
H 7.8150 -0.1412 -4.0360
H 10.2516 -0.0013 -2.5910
H 9.1765 -1.3850 -2.0173
H 9.7564 -0.3267 -0.8332
N 6.6808 -7.0329 -2.9466
C 7.3138 -8.2365 -2.8619
C 6.6773 -8.9524 -1.8180
C 5.7312 -8.0621 -1.3113
C 5.6872 -6.9275 -2.0290
H 6.9929 -6.2969 -3.5638
H 8.1373 -8.4676 -3.5213
H 6.9861 -9.9197 -1.4503
H 5.0595 -8.2217 -0.4808
H 5.0155 -6.0824 -1.9962
N 2.7641 3.5108 6.3595
C 2.7965 4.2100 7.5079
C 3.7238 5.2486 7.4373
C 4.2905 5.1105 6.1732
C 3.8033 3.9711 5.5658
H 2.2939 2.6446 6.1388
H 2.0926 4.0295 8.3069
H 3.9790 6.0302 8.1376
H 5.0652 5.7739 5.8181
H 4.0661 3.4326 4.6674
N -2.6298 -9.5291 0.9968
C -3.1740 -10.6396 1.5894
C -3.2030 -10.3726 2.9653
C -2.7795 -9.0802 3.2191
C -2.3561 -8.6104 1.9822
H -2.5709 -9.3335 0.0077
H -3.4562 -11.4811 0.9740
H -3.5946 -10.9819 3.7664
H -2.8229 -8.5359 4.1509
H -2.0492 -7.6048 1.7351
N -4.9118 3.7815 6.3466
C -4.4820 2.8034 5.4837
C -5.3730 2.7684 4.4467
C -6.3744 3.7668 4.6033
C -6.1132 4.3747 5.8375
H -4.3792 4.0854 7.1492
H -3.6251 2.1571 5.6033
H -5.2322 2.0574 3.6461
H -7.0941 4.0223 3.8396
H -6.5259 5.2313 6.3499
N -8.0283 4.1830 -2.0934
C -9.2493 4.7256 -1.8943
C -9.0174 6.0593 -1.7553
C -7.7185 6.3102 -1.6279
C -7.0570 5.0636 -1.7400
H -7.9187 3.2041 -2.3166
H -10.1752 4.1700 -1.8749
H -9.7111 6.8767 -1.6249
H -7.1832 7.2338 -1.4646
H -6.0548 4.6629 -1.7763
N -0.5773 4.0759 -5.7620
C -1.1094 5.2742 -5.4600
C -0.3301 5.9193 -4.4544
C 0.7721 5.0586 -4.1924
C 0.5875 3.9894 -5.0436
H -0.9387 3.3115 -6.3144
H -2.0637 5.5822 -5.8609
H -0.5218 6.7596 -3.8037
H 1.6399 5.2953 -3.5946
H 1.1529 3.0933 -5.2525
N -1.1416 -1.6438 -6.6708
C 0.0794 -1.6930 -7.3101
C -0.1099 -1.4091 -8.6430
C -1.5119 -1.2042 -8.7445
C -2.1230 -1.3917 -7.4926
H -1.2263 -1.7409 -5.6690
H 0.9534 -2.1282 -6.8485
H 0.6512 -1.3535 -9.4073
H -2.1112 -0.9127 -9.5944
H -3.1197 -1.4068 -7.0769

Cartesian forces (eV/Å) of the 3 atoms listed first:
C -0.7 0.1 -0.2
S 1.6 -0.3 -1.3
O -1.0 1.7 1.4

strongest force on any atom	0.1071	Eh/bohr
HOMO-LUMO gap	7.883	eV
2S+1	1

Results of the Mulliken charge analysis, in e, for atoms 1 through 5: atom 1 (C): -0.8979, atom 2 (S): 0.4801, atom 3 (O): -0.6059, atom 4 (C): -0.8972, atom 5 (H): 0.3178